Entry 1:
ORCA calculation (ωB97M-V/def2-TZVPD) on C47H48N5O5S3Sn as an isolated structure.

Structure (ORCA input):
```
! RIJCOSX wB97M-V def2-TZVPD def2/J DEFGRID3
* xyz 1 1
H -3.867 2.114 1.746
H 1.346 4.110 1.068
C 1.937 5.881 -1.625
O 0.311 2.066 -1.528
H 3.565 -1.385 2.924
O -1.677 -1.975 0.693
H 6.482 2.150 2.776
C -0.332 5.066 4.428
H 2.852 1.855 0.511
H 3.130 -1.169 -2.700
H 0.515 -1.127 5.415
N 4.078 -1.586 2.074
H -3.213 -4.369 -0.058
C -2.955 1.517 1.780
C 0.619 5.710 2.305
C 0.533 3.413 2.933
C 6.055 -1.845 3.465
C -4.899 -2.813 2.441
H 1.295 6.750 -1.553
C -0.337 -4.531 -2.217
H -1.742 -3.105 -1.403
N 0.061 -2.221 -1.790
H 5.314 2.098 0.585
C 5.276 -2.037 -0.239
N 1.627 -0.052 -1.859
C 2.661 1.794 2.643
C -1.169 -0.156 4.500
C 3.604 3.640 -1.826
C 1.560 2.149 -1.729
C 1.399 4.612 -1.630
H -7.007 -2.991 2.810
C 6.042 -2.075 0.942
C -5.334 -4.507 0.278
H -0.335 -2.151 4.255
C 3.321 6.030 -1.729
H -2.689 1.782 3.908
S -2.230 -2.538 1.982
C 3.373 1.889 1.458
Sn -0.377 0.099 -0.621
C -6.181 -3.284 2.175
C 0.962 -4.680 -2.671
C -0.379 -4.449 1.337
H 3.759 7.020 -1.744
H 2.723 1.710 4.792
H 2.821 -3.648 -3.042
H 1.318 -5.643 -3.014
H 0.330 4.458 -1.565
H 5.951 -0.867 3.936
H 5.584 -2.585 4.115
C 2.211 3.476 -1.731
H 7.112 -2.082 3.375
C -1.380 -4.094 2.223
C -1.038 -6.086 3.497
H -3.050 0.700 1.062
S 1.680 -1.346 1.051
C -6.397 -4.121 1.093
H -0.905 0.734 5.085
C -0.034 -6.464 2.610
H 5.188 1.945 4.874
H -5.510 -5.171 -0.559
H 0.492 -7.397 2.760
C 0.881 4.386 2.006
C 2.125 -1.139 -2.289
H 0.886 6.479 1.592
C -0.081 3.730 4.135
H -2.115 2.145 1.478
C 3.298 1.787 3.875
C 4.680 1.920 3.918
H 5.428 -3.079 -2.084
N 2.361 1.094 -1.914
C 1.801 -3.576 -2.688
C -2.733 0.970 3.170
H 5.781 -1.361 -2.186
H -0.358 2.946 4.831
O -1.518 0.243 3.186
C 1.308 -2.360 -2.246
O 4.466 2.606 -1.894
C 5.403 -1.841 2.123
H -7.395 -4.480 0.881
H 3.926 1.782 -1.970
N 3.973 -1.819 -0.246
H -3.560 0.308 3.464
H 7.101 -2.285 0.922
C 5.406 2.034 2.737
H -2.042 -0.614 4.985
C 4.755 2.011 1.509
H -0.810 5.333 5.361
O 0.495 1.492 1.159
H 0.695 -0.848 3.670
C -3.851 -3.203 1.625
H -0.129 -3.787 0.517
C 0.021 6.049 3.517
C 3.332 -1.600 0.922
C -0.009 -1.129 4.458
C -4.055 -4.055 0.545
C 5.922 -2.252 -1.572
H -1.026 -5.364 -2.201
H -2.500 -4.592 3.995
C 4.144 4.927 -1.827
C 0.294 -5.649 1.537
H -0.169 7.089 3.751
H 6.985 -2.462 -1.485
H 1.079 -5.942 0.852
S 0.871 1.702 2.608
C -1.714 -4.893 3.311
H 5.217 5.029 -1.917
H -4.718 -2.144 3.274
H -1.293 -6.725 4.333
C -0.742 -3.278 -1.779
*
```

Energy above the lowest of the compared OMol25 structures with the same formula, charge and spin, eV: 0.0000
Largest force on an atom, eV Å⁻¹: 0.7
M, g mol⁻¹: 977.84

---

Entry 2:
ORCA calculation (ωB97M-V/def2-TZVPD) on C20H30N4O7S as an isolated structure at a distorted geometry.

Structure (ORCA input):
```
! RIJCOSX wB97M-V def2-TZVPD def2/J DEFGRID3
* xyz 0 1
C 0.382 2.639 0.582
H -2.145 3.422 -0.686
C 4.403 0.885 -0.824
H 0.581 -0.467 1.483
H 2.555 0.979 2.255
H 6.104 -2.753 -0.708
O 6.299 -0.347 -0.083
C -1.937 -3.418 0.403
N -4.364 -2.487 0.135
H -0.887 3.237 1.973
H -5.640 -1.674 3.060
H -1.400 -4.112 0.229
O -3.541 1.940 -1.839
C -5.003 -2.846 1.161
H -3.725 -4.473 0.176
C 0.197 0.668 1.856
H -4.383 -3.379 1.993
C -3.463 1.492 -0.869
H -0.633 4.419 1.008
H -2.217 -3.301 1.424
O -0.207 -0.744 -0.957
S 0.372 0.490 -0.885
H 2.046 -1.954 0.060
O 4.456 -2.490 0.257
C -2.591 1.982 0.509
H -5.482 -2.508 -1.829
H -5.710 -0.695 1.612
H -0.624 0.438 2.249
H 7.552 -1.499 0.740
H -3.293 -3.322 -1.416
C -0.766 3.242 1.050
H 1.218 1.760 3.262
C -5.190 -1.922 -0.802
H 6.318 -1.193 1.790
N -2.037 3.024 0.358
H 6.051 -3.558 1.199
C -5.176 -1.397 2.220
H 0.734 3.070 -0.620
H 5.177 1.657 -1.295
H -4.111 -0.828 2.301
O 0.197 1.347 -1.953
C 6.569 -1.606 0.711
C 4.036 -1.478 -0.077
C 5.785 -2.788 0.303
C -3.368 -3.559 -0.254
C 1.311 1.582 2.148
O -2.632 1.282 1.407
H -3.431 -1.146 -2.307
C -4.219 -0.768 -1.682
O 1.653 2.477 1.369
C 4.972 -0.103 -0.395
H -3.389 -0.340 0.141
H 2.783 2.126 -1.682
H -1.583 -2.508 -0.132
C 2.242 0.277 -1.090
N -3.740 0.311 -0.635
N -0.015 1.207 0.252
H -6.024 -1.289 -0.614
H -5.942 -3.216 1.033
H -4.674 -0.043 -2.440
C 2.754 -1.067 -0.320
C 3.171 1.070 -1.110
*
```

Energy above the lowest of the compared OMol25 structures with the same formula, charge and spin, eV: 28.6274
Largest force on an atom, eV Å⁻¹: 19.9
M, g mol⁻¹: 470.55

---

Entry 3:
ORCA calculation (ωB97M-V/def2-TZVPD) on a 8-piece molecular cluster, C32H40F24O16 overall at a distorted geometry.

Structure (ORCA input):
```
! RIJCOSX wB97M-V def2-TZVPD def2/J DEFGRID3
* xyz 0 1
F 4.044 3.949 -1.365
H -7.078 -4.435 -6.782
H -0.560 -1.828 -2.817
C -0.882 -1.152 -0.807
C -4.854 3.441 4.121
C -3.237 -3.708 -5.637
H 5.766 0.206 0.410
H -2.996 -8.219 -2.219
H -1.262 -6.107 -3.499
O 7.254 -0.922 4.594
H 0.915 4.869 2.867
H 5.369 -1.531 0.430
F -7.174 3.697 4.658
O -5.550 -3.122 -5.057
C -1.711 1.768 -3.379
H -2.607 3.428 2.966
C -4.751 -3.517 -5.949
O -4.619 4.467 3.554
C -6.569 -3.812 -7.518
C 6.781 -0.861 1.913
C 6.114 -0.796 4.168
H -0.729 -3.107 -1.633
C 0.994 4.290 3.787
H 1.999 4.381 4.199
H -0.171 5.759 -3.455
C 0.839 2.784 3.543
C -2.953 2.404 3.108
F -0.816 0.781 -3.396
H -6.176 -3.384 -9.663
O -1.204 2.988 -5.469
C -3.006 -6.622 -0.013
H 2.018 5.676 -4.744
H -0.382 5.076 -5.052
O 0.514 -0.983 -0.540
H 3.946 2.371 3.548
O 0.159 2.138 4.554
F -3.024 -4.901 -4.996
F -2.816 -2.798 -4.811
H 6.822 -1.030 -0.283
F 3.806 -0.267 4.423
H 6.934 2.536 2.788
F -2.783 -4.255 0.037
C -5.999 3.292 5.159
F 0.254 1.574 7.918
C 0.853 1.853 5.678
F 0.601 -0.205 6.689
C 1.585 4.790 -4.278
H -7.753 -4.115 -9.352
C 5.086 3.461 0.701
F 3.523 5.231 0.279
F 5.204 0.035 6.194
C -3.109 -5.280 0.811
C -6.706 -4.114 -9.051
F -2.509 -3.765 -6.766
O 5.775 -0.730 2.889
C -3.153 1.659 1.814
H -1.411 -7.998 -1.444
H -1.280 -1.584 0.111
C -2.176 -7.520 -2.056
O -5.201 -3.940 -7.136
O -0.385 3.714 -3.455
F -6.067 2.047 5.534
C 1.032 0.049 0.260
H 6.263 1.975 4.359
H -2.524 -7.142 -4.058
F 4.686 -1.917 5.581
F 3.032 -0.543 -0.934
O 2.053 2.082 5.809
C -1.142 2.910 -4.227
H -6.211 -5.036 -9.355
H 0.366 2.471 2.613
F -4.375 -5.118 1.188
H 6.146 3.756 3.827
O -2.632 -6.450 -1.233
F -5.742 4.021 6.198
H -3.424 0.608 1.907
C 6.166 -0.798 0.555
C 0.088 4.906 -4.083
C 6.173 2.701 3.551
O -4.096 2.352 3.985
H 2.144 4.802 -3.342
C 4.479 4.521 -0.264
F 3.217 0.146 1.145
H -2.077 1.933 3.554
H -1.409 -0.205 -0.921
H -2.145 -2.389 -2.203
F 5.514 5.323 -0.628
H -2.285 1.668 1.155
H -0.945 -7.886 -3.789
H 0.221 4.634 4.475
C 4.767 2.404 2.831
C 0.085 1.013 6.724
H 4.799 1.389 2.435
F -1.217 0.915 6.369
H -6.829 -2.767 -7.350
H 1.880 4.014 -4.984
F -1.833 2.115 -2.115
O 0.441 0.675 1.129
H 1.862 2.439 3.396
H 7.532 -0.104 2.137
C 4.880 -0.677 5.111
F -2.928 1.313 -3.844
H 7.177 -1.876 1.961
C -1.120 -2.135 -1.933
F 2.746 1.600 -0.347
C 2.533 0.326 0.005
O 6.013 2.688 0.326
H -4.035 2.052 1.309
O -3.285 -7.687 0.527
C -1.637 -7.128 -3.424
O 4.440 3.393 1.870
F -2.340 -5.389 1.922
*
```

Energy above the lowest of the compared OMol25 structures with the same formula, charge and spin, eV: 3.2614
Largest force on an atom, eV Å⁻¹: 5.3
M, g mol⁻¹: 1136.61
Structure (SMILES): CCOC(=O)C(F)(F)F.CCOC(=O)C(F)(F)F.CCOC(=O)C(F)(F)F.CCOC(=O)C(F)(F)F.CCOC(=O)C(F)(F)F.CCOC(=O)C(F)(F)F.CCOC(=O)C(F)(F)F.CCOC(=O)C(F)(F)F